No. 1
Here is 2 unconnected molecules or ions with the total composition C3H10IN3 at a distorted geometry from OMol25. Energies are from ωB97M-V/def2-TZVPD.

Values from the calculation:
⟨S²⟩: 2.02
Spin multiplicity: 3
Kohn-Sham gap (spin up / spin down) in eV: 8.207 / 6.431
E_HOMO (spin up / spin down) in eV: -17.07 / -17.40
Maximum force in eV/Å: 5.9
Total charge: +2
E_tot in a.u.: -581.40990

XYZ file:
```
17
Properties=species:S:1:pos:R:3:forces:R:3
C -0.18039 0.07186 -0.89176 -0.136 -1.253 -0.605
C 1.53194 -2.17795 0.86533 -1.410 0.052 -0.919
C -0.52492 1.42133 -0.46626 -0.935 0.480 -0.154
N 1.58649 -0.77060 0.73860 -0.809 0.796 -0.836
N -0.60906 -0.64119 -1.87887 0.689 2.019 1.800
N 0.15218 1.89088 0.84083 -2.007 -5.511 -0.132
I 3.11406 0.15030 -0.07740 0.687 -0.039 -0.140
H 1.09838 -2.34182 1.81412 -0.261 -0.558 1.446
H 0.77826 -2.66275 0.18178 0.632 0.616 0.181
H 2.46757 -2.62602 0.74452 1.423 -0.987 0.006
H -1.62325 1.40759 -0.41397 0.146 0.678 0.188
H -0.15289 2.06420 -1.26577 -0.265 0.428 0.012
H -1.24098 -0.38956 -2.62961 -0.451 0.440 -0.129
H -0.19434 -1.52817 -1.97182 0.554 -1.628 -0.311
H -0.39923 1.54098 1.71064 1.220 0.150 -1.704
H 0.07478 2.85907 0.94200 1.141 2.359 -0.242
H 1.01494 1.25739 0.67914 -0.220 1.957 1.538
```
Forces are in eV/Å.

No. 2
Here is a single C4H11NOS molecule at a distorted geometry from OMol25. Energies are from ωB97M-V/def2-TZVPD.

Values from the calculation:
Kohn-Sham gap in eV: 9.848
E_HOMO in eV: -9.01
Maximum force in eV/Å: 2.5
E_tot in a.u.: -687.15402
SMILES: N[C@H](CO)CCS

XYZ file:
```
18
Properties=species:S:1:pos:R:3:forces:R:3
N 1.62954 -1.23658 0.06833 -0.148 -0.140 0.713
C 0.27368 -0.66649 -0.01153 0.690 0.487 0.616
C 0.09788 -0.12293 -1.42527 -0.766 0.694 0.302
O 0.09782 -1.11996 -2.41155 0.172 -0.236 -0.322
C 0.16936 0.40596 1.09209 0.097 0.708 0.078
C -1.16214 1.00847 1.60144 0.359 -0.046 -2.439
S -2.02470 2.14945 0.42750 0.699 1.128 0.897
H 2.38941 -0.69546 -0.32116 -0.283 0.194 -0.074
H 1.69795 -2.19100 -0.21828 -0.035 -0.369 -0.182
H -0.41033 -1.44289 0.33228 -0.204 -0.303 -0.771
H -0.84240 0.42168 -1.57708 0.195 -0.157 0.185
H 0.90642 0.62913 -1.55595 -0.252 -0.331 -0.124
H 0.97392 -1.51334 -2.46367 0.026 -0.015 0.074
H 0.79636 1.24818 0.79760 0.247 0.124 0.069
H 0.61621 -0.03365 1.98234 0.244 -0.118 -0.010
H -1.91067 0.21979 1.67785 0.181 0.152 1.365
H -0.87702 1.71179 2.38346 -0.655 -0.738 0.638
H -2.42129 1.22784 -0.37838 -0.569 -1.034 -1.014
```
Forces are in eV/Å.

No. 3
Here is a single C3H4F2O molecule at a distorted geometry from OMol25. Energies are from ωB97M-V/def2-TZVPD.

Values from the calculation:
Kohn-Sham gap in eV: 11.137
E_HOMO in eV: -10.52
Maximum force in eV/Å: 3.2
E_tot in a.u.: -391.67279
SMILES: CC(=O)C(F)F

XYZ file:
```
10
Properties=species:S:1:pos:R:3:forces:R:3
C -0.83254 0.95646 0.00091 -1.378 0.258 -0.177
C -0.49698 -0.48003 0.00897 -1.547 -2.296 0.014
O -1.29698 -1.43338 0.02232 2.099 2.460 -0.053
C 1.00757 -0.74913 0.01292 -0.259 -1.569 -0.133
F 1.57233 -0.19830 1.10915 0.140 0.268 0.130
F 1.57349 -0.22562 -1.09357 0.193 0.615 -0.301
H -0.41547 1.41911 0.88958 -0.074 0.154 0.172
H -1.92558 1.08667 -0.07693 0.508 -0.016 0.324
H -0.39437 1.44776 -0.85580 0.348 0.074 -0.269
H 1.20852 -1.82355 -0.01757 -0.030 0.052 0.293
```
Forces are in eV/Å.

No. 4
Here is a gas-phase ion, C5H10N3 (charge +1) at a distorted geometry from OMol25. Energies are from ωB97M-V/def2-TZVPD.

Values from the calculation:
Kohn-Sham gap (spin up / spin down) in eV: 8.083 / 7.826
E_HOMO (spin up / spin down) in eV: -12.97 / -12.92
Maximum force in eV/Å: 5.6
Total charge: +1
E_tot in a.u.: -360.25728

XYZ file:
```
18
Properties=species:S:1:pos:R:3:forces:R:3
C -0.99541 -1.18069 -0.91257 3.149 -0.791 0.718
C 1.25987 -0.44758 -0.05325 -3.290 -3.475 -2.992
C 2.26098 -1.43737 -0.24001 2.928 1.374 0.114
C 1.17047 1.59160 1.15447 -1.614 2.893 1.462
C -2.85961 0.25586 -0.52828 0.955 0.803 1.564
N -0.73174 0.73234 0.33408 -0.747 1.374 1.094
N 0.60820 0.43264 0.48063 -2.192 2.546 0.569
N -1.45851 -0.16301 -0.31571 0.781 -1.462 -0.835
H -1.41047 -2.09774 -1.39692 0.036 1.299 0.465
H 1.74615 -2.37784 -0.04522 0.878 -0.218 0.367
H 2.73411 -1.42376 -1.26522 -0.878 -0.006 0.905
H 3.13568 -1.04529 0.44040 -1.274 -1.595 -0.723
H 0.61536 1.98452 2.07522 0.354 -1.441 -1.286
H 2.15179 1.46111 1.41558 2.458 -0.832 0.624
H 1.14944 2.47335 0.51105 -0.161 -0.437 -0.463
H -3.41848 -0.55952 -0.88276 -0.707 -0.718 -0.587
H -3.23967 0.71132 0.36440 -0.254 -0.392 0.804
H -2.71814 1.09005 -1.13589 -0.422 1.078 -1.801
```
Forces are in eV/Å.

No. 5
Here is a single C6H9NO molecule at a distorted geometry from OMol25. Energies are from ωB97M-V/def2-TZVPD.

Values from the calculation:
Kohn-Sham gap in eV: 8.172
E_HOMO in eV: -8.02
Maximum force in eV/Å: 1.7
E_tot in a.u.: -363.90679
SMILES: C=C=C(C)N(C)C=O

XYZ file:
```
17
Properties=species:S:1:pos:R:3:forces:R:3
C -0.67171 -1.46966 -2.25242 -0.528 -0.236 -0.415
C -0.09238 -0.78506 -1.31405 -0.432 -0.152 -0.071
C 0.42751 -0.02942 -0.38404 1.082 0.345 -0.038
C 1.71481 0.72158 -0.58566 1.011 -0.779 0.062
N -0.20505 0.05010 0.85064 -1.255 0.651 0.782
C -0.58954 1.34574 1.38697 -0.516 0.199 0.488
C -0.76062 -1.06664 1.46949 -0.293 -0.145 0.591
O -1.46722 -1.05546 2.47147 0.880 0.503 -1.328
H -0.57219 -1.17230 -3.29062 -1.006 0.685 -0.002
H -1.37772 -2.25537 -2.00797 1.025 -1.117 -0.217
H 2.55698 0.07220 -0.31849 0.152 0.241 0.017
H 1.79364 1.62312 0.02563 -0.195 -0.192 0.041
H 1.84010 1.01766 -1.63256 -0.105 -0.096 0.264
H -0.03634 2.17057 0.93389 0.030 -0.351 -0.022
H -1.65696 1.49084 1.18205 0.137 0.159 0.154
H -0.44357 1.35846 2.47097 -0.051 0.032 -0.187
H -0.45973 -2.01636 0.99468 0.064 0.252 -0.118
```
Forces are in eV/Å.

No. 6
Here is a molecular structure, C13H25Cl8CuO4 at a distorted geometry from OMol25. Energies are from ωB97M-V/def2-TZVPD.

Values from the calculation:
⟨S²⟩: 0.75
Spin multiplicity: 2
Kohn-Sham gap (spin up / spin down) in eV: 4.302 / 4.303
E_HOMO (spin up / spin down) in eV: -12.25 / -12.25
Maximum force in eV/Å: 3.6
Total charge: +1
E_tot in a.u.: -6132.84217

XYZ file:
```
51
Properties=species:S:1:pos:R:3:forces:R:3
Cu -6.35861 0.71844 -0.86436 0.109 0.047 0.086
C -1.49948 1.23899 1.62557 -0.210 0.096 -0.329
O -2.81398 1.43326 1.16100 1.493 -0.266 0.763
H -1.25178 0.18066 1.54384 -0.341 -0.567 -0.360
H -0.73038 1.71008 1.01349 -0.235 0.261 -0.440
H -1.24330 1.43920 2.66594 -0.845 0.426 0.287
C -1.43478 -2.11825 -5.69815 -0.202 0.131 0.332
C -1.70509 -0.63409 -5.94270 -0.478 -0.713 0.874
C -0.90048 0.28629 -5.08065 -0.299 -0.254 3.243
O -0.39347 1.31340 -5.86718 -0.262 -0.103 -1.269
C -0.58104 0.91017 -7.16959 2.386 1.560 -1.619
O -0.10654 1.49953 -8.12893 -1.733 -1.618 2.351
O -1.20736 -0.27656 -7.16487 0.617 0.444 -3.486
H -1.91516 -2.75689 -6.43941 0.109 0.167 -0.100
H -1.79446 -2.44720 -4.72321 -0.226 0.196 0.116
H -0.36098 -2.30338 -5.67052 0.019 0.052 -0.328
H -2.76510 -0.38162 -5.96987 -0.265 -0.218 0.364
H -0.14254 -0.29976 -4.56086 0.702 0.145 -0.369
H -1.45356 0.71764 -4.24630 -0.342 0.191 -0.128
Cl 4.26880 3.38129 -3.19092 -0.368 0.150 0.234
C 4.80998 4.93826 -2.51578 0.657 0.578 0.365
C 3.78893 5.78688 -1.75117 -0.027 -0.151 -0.034
Cl 2.65812 6.62326 -2.84584 -0.161 -0.138 -0.062
H 5.26028 5.47450 -3.35112 -0.391 0.204 0.037
H 5.65471 4.72429 -1.86098 -0.186 -0.187 0.205
H 4.24574 6.58231 -1.16235 0.518 -0.089 -0.343
H 3.21058 5.23995 -1.00655 -0.047 -0.378 -0.386
Cl -6.14401 2.02314 8.14925 0.076 -0.043 -0.131
C -5.52716 2.36000 6.50979 0.152 0.347 0.055
C -4.27219 3.17302 6.53174 0.967 1.022 0.793
Cl -4.49423 4.79507 7.37449 0.156 -0.984 -0.513
H -6.30075 2.91711 5.98132 -0.063 -0.479 -0.126
H -5.23306 1.40278 6.07928 -0.539 0.008 -0.267
H -3.84253 3.41949 5.56079 -0.593 -0.063 -0.232
H -3.47051 2.62825 7.03039 -0.151 0.193 0.433
Cl 4.77414 -3.02365 1.49747 -0.415 0.513 -0.740
C 4.45914 -2.03723 0.01437 0.189 -0.279 -1.373
C 4.33554 -2.92578 -1.30273 2.020 1.367 1.508
Cl 3.01379 -3.99152 -1.15729 -1.620 -1.005 -0.103
H 5.26320 -1.30364 -0.04426 0.292 -0.398 -0.214
H 3.56859 -1.41103 0.06812 -0.292 -0.496 0.581
H 5.22359 -3.54655 -1.42152 0.080 0.158 0.131
H 4.26913 -2.30628 -2.19710 -0.265 0.158 0.206
Cl -2.08028 -4.94851 4.36702 0.913 -0.113 -0.286
C -0.23934 -4.96814 4.47642 -0.696 0.505 1.126
C 0.22902 -6.20613 5.22225 0.037 -0.533 -0.946
Cl 0.32731 -7.65676 4.12835 -0.226 0.442 0.418
H -0.04476 -4.14257 5.16100 0.059 0.147 -0.123
H 0.18392 -4.70306 3.50755 -0.071 -0.610 0.078
H -0.47194 -6.41256 6.03105 0.100 -0.150 -0.153
H 1.23435 -6.11613 5.63371 -0.106 0.326 -0.126
```
Forces are in eV/Å.

No. 7
Here is a single C3H7NO2S molecule at a distorted geometry from OMol25. Energies are from ωB97M-V/def2-TZVPD.

Values from the calculation:
Kohn-Sham gap (spin up / spin down) in eV: 8.242 / 8.243
E_HOMO (spin up / spin down) in eV: -7.79 / -7.79
Maximum force in eV/Å: 5.5
E_tot in a.u.: -721.79086

XYZ file:
```
14
Properties=species:S:1:pos:R:3:forces:R:3
C -2.27002 -0.83330 -0.52859 1.314 -2.044 -0.814
C -0.61832 0.49048 0.49440 3.490 2.683 3.236
C 2.13097 0.73657 -0.39144 1.378 0.741 3.480
N -1.85365 0.07483 0.29902 -1.653 -1.094 -0.938
O 0.66855 -1.26232 -0.89898 -0.020 -0.997 0.181
O 1.43407 -1.02312 1.50780 -0.510 0.966 -1.417
S 0.92821 -0.44662 0.26415 -0.919 0.506 -0.810
H -3.22905 -1.28239 -0.48633 -0.978 0.470 0.226
H -1.48965 -1.44455 -0.98903 -0.345 0.461 -0.131
H -0.48952 1.24987 1.35542 -0.347 -1.330 -1.580
H 3.17509 0.41570 -0.35568 -0.342 -1.066 0.169
H 2.05207 1.21899 -1.29243 -1.400 0.221 -2.676
H 2.21878 1.60800 0.26207 -0.444 -0.082 0.613
H -2.65753 0.49786 0.75963 0.775 0.564 0.462
```
Forces are in eV/Å.

No. 8
Here is a gas-phase ion, C9H11N2 (charge +1) at a distorted geometry from OMol25. Energies are from ωB97M-V/def2-TZVPD.

Values from the calculation:
Kohn-Sham gap (spin up / spin down) in eV: 7.739 / 7.739
E_HOMO (spin up / spin down) in eV: -12.12 / -12.12
Maximum force in eV/Å: 3.1
Total charge: +1
E_tot in a.u.: -458.47603

XYZ file:
```
22
Properties=species:S:1:pos:R:3:forces:R:3
C 2.00924 -1.25607 -0.10325 0.071 0.961 -0.540
C 3.28044 -1.16222 0.49823 -1.472 -0.764 0.664
C 3.56860 0.94608 -0.29125 0.226 -2.791 0.077
C 2.62049 1.83555 -0.28104 0.979 0.530 1.579
C -2.33214 0.07120 0.77617 -0.833 0.556 1.717
C -2.42591 -0.74845 -0.52846 -2.104 1.392 -0.301
C -0.84102 0.13677 1.12207 1.392 0.735 1.803
C -0.97611 -0.96972 -0.98950 -2.977 -0.701 0.638
C 1.14182 -0.38889 -0.33092 0.945 -0.498 0.335
N 3.98414 -0.18001 -0.03620 1.535 1.471 -0.820
N -0.17953 0.03300 -0.24977 -0.519 -0.741 0.394
H 2.57087 2.25083 0.71746 -0.459 1.113 -0.185
H 2.35348 2.24716 -1.20370 -0.995 0.821 -0.961
H -2.90131 1.05766 0.65986 1.370 -1.086 0.241
H -2.75811 -0.37649 1.72560 -0.063 0.153 -1.410
H -2.84385 -1.71833 -0.32043 -0.331 -0.305 -0.103
H -3.20483 -0.18721 -1.22637 2.096 -1.285 0.995
H -0.48131 1.12300 1.65236 -0.637 -1.945 -1.161
H -0.41462 -0.75371 1.72005 -0.972 1.335 -0.928
H -0.76965 -1.95810 -0.62427 0.975 -0.241 -0.022
H -0.94206 -0.91190 -2.04120 0.897 0.266 -1.133
H -0.45864 0.90985 -0.64543 0.873 1.023 -0.880
```
Forces are in eV/Å.